Entry 1:
DFT (ωB97M-V/def2-TZVPD) results for a 2-piece molecular cluster, CH5ClNO2P overall in a non-equilibrium geometry.

```
11
Properties=species:S:1:pos:R:3:forces:R:3:mulliken_charge:R:1
H -1.86748 0.32982 -1.05911 2.1413 -1.8928 -0.6836 0.30
H -0.44789 0.14785 -2.29330 -0.8038 -1.2307 1.3879 0.24
O -0.08531 -0.87757 -0.41508 -1.0530 -1.0823 -1.7830 -0.22
H -1.55201 -1.30843 -1.86590 0.4395 0.1653 0.1145 0.25
H 1.15816 0.28123 2.45837 1.7354 -0.9641 -0.2021 0.31
O -1.15234 0.46432 1.54811 -2.4082 -0.2514 2.2558 -0.55
N 1.37003 -0.36261 1.66289 -1.1726 0.0824 1.1471 -0.46
C -1.02269 -0.43470 -1.47383 -0.7794 2.3586 0.2275 -0.58
Cl 1.27889 2.21125 -0.65659 0.6063 0.7941 -0.5521 0.00
H 2.29783 -0.54605 1.28193 -0.4976 0.4371 0.4229 0.28
P 0.02281 0.09487 0.81251 1.7920 1.5839 -2.3348 0.44
```
Positions in Å, forces in eV/Å.

Its expectation value of S² is 2.00. The HOMO energy (alpha / beta) is -6.56 / -10.94 eV. The HOMO-LUMO gap (alpha / beta) is 7.403 / 6.640 eV. The calculation puts the molar mass at 129.5 Da. The energy above the lowest of the compared OMol25 structures with the same formula, charge and spin comes out at 12.80 kcal/mol. The spin multiplicity is 3. The total energy comes out at -28511.634 eV.

Entry 2:
DFT (ωB97M-V/def2-TZVPD) results for a 2-piece molecular cluster, H10Si7 overall in a non-equilibrium geometry.

```
17
Properties=species:S:1:pos:R:3:forces:R:3:mulliken_charge:R:1
Si -0.34528 2.23072 -1.79202 -1.1687 1.4520 -0.1770 0.03
Si -1.77969 0.84182 -0.51832 -0.2240 -0.8592 0.0251 0.25
H 0.99289 -2.10601 2.82856 -0.1562 0.9173 -0.9788 -0.08
H -0.66990 3.65587 -1.15655 0.8150 -1.3083 -0.0478 -0.08
Si -0.58168 -1.41263 -0.09482 -1.2953 1.1327 -1.7903 0.21
H -0.40575 -0.11700 2.66890 0.0625 -0.0223 0.0927 -0.13
H -1.44718 -2.57493 -0.52933 0.4385 0.2216 0.5618 -0.11
H -1.77045 1.33409 0.83131 0.6197 0.4782 1.0919 -0.14
H 1.60127 -2.03421 -2.71200 -0.4108 0.9028 0.7352 -0.07
Si 1.98949 0.41416 0.84723 1.4989 -0.8298 -1.7949 0.28
H -3.29545 1.02759 -0.58592 0.5751 -0.6026 -0.6413 -0.14
Si 1.12047 -0.92630 -1.71044 0.6214 -2.1271 1.2495 0.12
H 3.32350 0.90145 1.35894 -0.4633 -0.3876 0.2746 -0.09
Si 2.12159 1.08344 -1.44691 -0.8729 1.8674 -0.7763 -0.12
H -1.25681 2.74210 -3.07448 1.4960 -1.2358 0.9327 -0.07
H 2.44647 -1.78330 0.06690 -0.5992 1.7625 -0.3149 -0.14
Si 0.53673 -0.95088 1.88111 -0.9366 -1.3617 1.5579 0.25
```
Positions in Å, forces in eV/Å.

The HOMO energy is -7.92 eV. The HOMO-LUMO gap is 6.332 eV. The calculation puts the molar mass at 206.7 Da. The energy above the lowest of the compared OMol25 structures with the same formula, charge and spin comes out at 58.92 kcal/mol. The total energy comes out at -55298.272 eV.

Entry 3:
DFT (ωB97M-V/def2-TZVPD) results for one molecule with the formula C15H24N4O4 in a non-equilibrium geometry.

```
47
Properties=species:S:1:pos:R:3:forces:R:3:mulliken_charge:R:1
H -0.37996 -1.06171 0.00309 0.0712 0.1144 0.0444 -0.35
H 1.28849 -1.86000 2.43096 0.0037 -0.1115 -0.0321 0.46
O 1.96747 -2.95182 -2.50482 0.1696 -0.1868 -0.1303 -0.75
H 3.59550 4.81590 -0.42881 -0.0489 -0.0737 0.0156 0.24
N 3.36834 3.90242 -0.07250 0.2127 0.2218 0.0449 -0.31
C 1.35874 -2.29790 -0.28092 -0.0062 -0.0087 -0.1032 -0.97
C 1.32363 0.03225 0.51134 -0.3052 0.7380 -0.5914 0.23
H -2.27914 -1.55794 0.69594 0.0205 -0.0527 -0.0883 0.23
C 1.44047 -2.11536 -1.78657 -0.2175 0.0734 0.2001 0.28
C 0.31914 -1.71235 1.95044 -0.1117 0.2686 0.0023 -1.13
H -4.29367 -2.22433 1.95283 -0.0081 -0.0002 0.0969 0.41
O 0.97245 -0.89199 -3.70886 -0.0202 -0.0443 0.1668 -0.49
H -2.84871 -0.02049 -1.23776 0.0587 -0.0138 -0.0856 0.28
C -2.72253 -0.84665 1.40061 -0.1697 0.2103 0.5199 1.22
C -2.61765 0.56543 0.82115 0.1628 -0.3082 -0.3046 -0.80
C -2.02143 -0.98125 2.75670 0.1475 0.0662 -0.2604 -1.63
H -0.18963 -2.67703 1.92545 0.0502 -0.0934 -0.0358 0.60
H -2.20029 -1.99011 3.13831 -0.0445 -0.0311 0.0824 0.36
N 2.79787 1.50175 1.08936 0.4841 1.1554 -0.2432 -0.58
H -4.67448 -0.52824 2.25628 -0.0118 0.0421 0.1112 0.39
N 1.16040 1.01759 -0.32307 -0.3566 -0.2662 0.0459 -0.46
C 0.56884 -1.24544 0.50985 0.2611 -0.4175 0.2758 1.59
C 2.09837 1.92077 0.06779 -0.0413 -0.8738 0.5533 0.69
H 3.90876 3.50235 0.67450 0.0291 0.0152 0.0038 0.25
C 2.30431 3.24792 -0.58233 0.3752 0.4108 0.0912 -0.03
H 2.38380 -2.36796 0.09397 -0.0424 -0.0346 -0.0145 0.36
H -3.24338 1.66810 -0.92038 0.0549 -0.0164 -0.0845 0.39
H -5.29313 0.31433 -1.35438 -0.0638 0.0670 0.0152 0.38
O 2.30311 0.27547 1.38442 -0.3342 -0.6707 0.0787 -0.14
H -0.30979 0.29914 2.45082 0.0553 0.1112 0.0723 0.45
H 0.90137 -3.27766 -0.12094 0.0366 0.0434 -0.0401 0.39
H -1.57453 0.85841 0.69040 0.0564 0.0840 0.0659 0.20
C -4.92413 -1.12957 0.20615 -0.1878 0.2005 0.2061 -0.65
O 1.59253 3.67276 -1.45847 -0.2162 -0.1927 -0.0908 -0.59
C -4.20265 -1.21345 1.54806 0.1694 -0.2525 -0.3488 -1.15
H -3.07485 1.27009 1.52003 0.0160 0.0709 0.1078 0.46
H -5.29703 0.98689 0.27792 -0.0638 0.0685 0.0107 0.33
H 0.64296 -0.15629 -1.86970 0.1379 -0.0750 -0.0302 0.18
C -4.79941 0.27223 -0.38171 0.1392 -0.2287 -0.2222 -0.82
H -5.97705 -1.38782 0.33690 -0.0043 -0.0769 -0.0598 0.37
N 0.83539 -1.04225 -2.32521 -0.0365 -0.1006 -0.6453 0.23
H -2.49017 -0.28355 3.45543 -0.0956 -0.0178 0.0524 0.44
C -3.33027 0.65436 -0.52569 -0.1548 0.2586 0.1913 -0.73
C -0.51259 -0.72182 2.77733 -0.1152 -0.2371 0.0970 -0.82
H 1.44680 -1.70810 -3.97842 -0.0843 0.1354 0.3304 0.36
H -0.19010 -0.79060 3.81849 0.0447 0.1019 -0.0236 0.31
H -4.48702 -1.85271 -0.48663 -0.0159 -0.0724 -0.0472 0.33
```
Positions in Å, forces in eV/Å.

The HOMO energy is -9.28 eV. As for the SMILES: NC(=O)c1noc([C@H](CCCC2CCCCC2)CC(=O)NO)n1. The HOMO-LUMO gap is 9.557 eV. The calculation puts the molar mass at 324.4 Da. The energy above the lowest of the compared OMol25 structures with the same formula, charge and spin comes out at 0.01 kcal/mol. The total energy comes out at -30094.231 eV.

Entry 4:
DFT (ωB97M-V/def2-TZVPD) results for ClO4Sr as an isolated structure in a non-equilibrium geometry.

```
6
Properties=species:S:1:pos:R:3:forces:R:3:mulliken_charge:R:1
O 0.89696 0.00003 0.44087 0.5803 -3.0240 0.6710 -0.75
Cl -0.55950 0.22331 0.26539 3.2116 0.8364 0.7798 1.66
O -1.55301 -0.75704 0.74039 1.3166 0.7029 -0.5147 -0.17
Sr 2.49470 -1.14285 -1.12300 -0.2553 0.2930 0.3838 1.98
O -0.66147 1.47476 0.82192 -2.6614 1.7749 1.0598 -0.32
O -0.61768 0.20179 -1.14556 -2.1918 -0.5831 -2.3797 -0.40
```
Positions in Å, forces in eV/Å.

Its expectation value of S² is 0.76. The HOMO energy (alpha / beta) is -20.92 / -20.76 eV. The charge is +2. The HOMO-LUMO gap (alpha / beta) is 10.671 / 6.941 eV. The calculation puts the molar mass at 187.1 Da. The spin multiplicity is 2. The total energy comes out at -21519.030 eV.

Entry 5:
DFT (ωB97M-V/def2-TZVPD) results for a 6-piece molecular cluster, C2H16NO5 overall in a non-equilibrium geometry.

```
24
Properties=species:S:1:pos:R:3:forces:R:3:mulliken_charge:R:1
H -0.91045 -0.06176 -0.48971 -0.5500 0.2333 0.1689 0.31
N -0.16093 0.10641 0.17890 1.3268 -0.0116 -1.1482 -0.21
H 1.80443 3.10430 -5.92098 -0.2347 0.0656 0.2731 0.33
H -0.68278 -2.86006 -1.43255 -0.0517 -0.2129 0.2389 0.32
H -1.76174 -1.36908 1.80466 0.2879 -0.2645 -0.2021 0.26
H 2.40211 -2.56737 5.48586 -0.9803 -0.4066 0.7768 0.32
H 0.34382 -0.79561 0.09374 -0.1431 0.3433 -0.0080 0.42
H 1.62574 2.27672 -1.04910 -0.0766 -0.1512 -0.1682 0.33
O 1.74868 1.77780 -0.22731 0.6395 1.1812 -0.8226 -0.64
O 1.22636 3.47276 -5.23483 0.2780 0.1667 -0.3324 -0.66
O 1.85168 -1.87822 5.08080 1.5926 -0.4979 -0.3057 -0.63
H -0.16321 -3.06587 0.05922 -0.1941 -0.1427 -0.7653 0.33
O -3.10675 -0.85947 -2.06579 -0.5381 0.2761 0.6456 -0.63
H 2.45732 2.29518 0.17711 0.0030 -0.3354 0.5015 0.32
H -3.49015 -0.07693 -1.64649 0.3894 0.3391 -0.2187 0.31
H -1.50159 -0.35241 3.29351 0.0826 0.1622 -0.0714 0.26
C -0.53684 0.34385 1.57596 -0.1468 0.3674 -0.1560 -0.02
O -0.10905 -2.51538 -0.74029 0.2863 0.1862 0.6195 -0.67
H 2.60824 -1.60036 4.54079 -0.6200 0.9121 -0.5033 0.31
H -3.88219 -1.42672 -1.97505 0.2115 -0.5573 -0.3279 0.32
C -1.26987 -0.51790 2.24902 -0.3258 0.3241 0.2653 -0.66
H 0.53506 0.86738 -0.21115 -1.2408 -1.3205 1.2876 0.33
H 1.14079 4.40298 -5.48886 -0.0390 -0.2473 0.1148 0.33
H -0.16865 1.29973 1.94254 0.0436 -0.4091 0.1377 0.31
```
Positions in Å, forces in eV/Å.

The HOMO energy is -13.78 eV. The charge is +1. The HOMO-LUMO gap is 10.953 eV. The calculation puts the molar mass at 134.2 Da. The energy above the lowest of the compared OMol25 structures with the same formula, charge and spin comes out at 34.99 kcal/mol. The total energy comes out at -14054.070 eV.

Entry 6:
DFT (ωB97M-V/def2-TZVPD) results for C27H49BN6PdSb as an isolated structure.

```
85
Properties=species:S:1:pos:R:3:forces:R:3:mulliken_charge:R:1
N -0.96351 1.63283 -0.76226 -0.0043 -0.0351 0.0492 0.56
H -0.35396 4.84038 0.44741 0.0001 -0.0030 0.0031 0.35
C -3.61785 3.69772 0.37191 0.0117 0.0140 0.0113 -1.88
C -2.09223 3.53977 0.43383 0.0040 -0.0066 0.0323 2.78
H -1.76613 5.51081 1.28424 0.0011 0.0027 -0.0042 0.44
C -3.55331 -3.70671 0.41470 0.0080 -0.0179 0.0088 -1.89
H -0.63957 2.71198 1.81485 -0.0062 0.0025 -0.0016 0.30
C -1.27495 2.20401 -2.89217 0.0077 0.0025 0.0437 0.48
H -2.02793 -1.90775 1.81442 0.0010 -0.0053 -0.0029 0.29
C -1.44122 4.92996 0.41603 -0.0188 0.0023 0.0072 -1.88
C 5.00974 1.27554 0.38370 -0.0007 -0.0117 0.0106 -1.89
H -0.51716 -2.78592 1.77710 -0.0027 -0.0013 0.0036 0.32
C -1.21359 2.12968 -4.38357 -0.0062 0.0054 0.0074 -1.28
Pd 0.00157 -0.00006 0.90364 0.0015 -0.0004 0.3923 -0.40
C -1.85442 3.18228 -2.11880 -0.0025 -0.0181 -0.0223 -1.01
C -1.23700 -2.11465 -4.38335 -0.0086 -0.0055 0.0064 -1.29
H 4.70390 0.00993 -2.47318 -0.0023 0.0036 0.0020 0.50
H -1.51643 -0.42423 5.63442 -0.0102 -0.0082 0.0011 0.48
H -0.31262 -4.91615 0.37909 -0.0002 0.0020 0.0022 0.37
H -2.15151 1.83587 1.77418 0.0007 0.0039 0.0046 0.33
C -1.71959 2.83690 1.73158 -0.0066 0.0083 -0.0396 -2.04
B 0.00174 0.00038 -2.48187 0.0010 -0.0013 0.0524 -0.75
Sb 0.00272 0.00562 3.39831 -0.0051 -0.0084 -0.4724 1.28
C 3.68558 0.01109 -2.11815 -0.0229 0.0279 -0.0219 -0.90
C -1.60045 -2.90755 1.73215 -0.0059 -0.0085 -0.0377 -2.03
H -1.71012 5.48198 -0.48683 0.0029 0.0020 -0.0036 0.38
H -3.92670 4.22346 -0.53370 -0.0021 0.0006 -0.0045 0.37
H 2.67171 -0.83047 1.80717 0.0032 0.0049 -0.0009 0.30
N 1.89816 0.01579 -0.76174 -0.0334 0.0217 0.0499 0.57
H 5.61081 -1.25737 -0.49624 0.0005 -0.0041 -0.0030 0.38
C -1.40208 -4.98249 0.37180 -0.0132 0.0056 0.0104 -1.88
N -0.73565 -1.28893 -2.05341 0.0186 0.0516 -0.0456 0.35
H 2.42843 -0.57921 4.51402 -0.0060 -0.0102 -0.0065 0.36
H 5.61878 1.29020 -0.52230 0.0011 0.0009 -0.0044 0.37
H 5.66111 -1.24001 1.27515 0.0017 -0.0023 -0.0042 0.43
C -1.58786 -2.80102 -0.78719 -0.0787 -0.0357 -0.0144 -0.56
C 2.54845 0.00430 -2.89163 0.0080 -0.0175 0.0449 0.41
N -0.74638 1.28326 -2.05381 0.0334 -0.0431 -0.0483 0.35
C 4.11382 0.03010 0.43475 -0.0108 0.0022 0.0274 2.63
H -2.34692 -4.07325 -2.47422 0.0055 -0.0005 0.0021 0.50
C -1.27220 -2.20487 -2.89199 -0.0147 0.0108 0.0475 0.44
H 5.67960 1.29441 1.24839 -0.0004 0.0025 -0.0036 0.44
H 2.66598 0.91728 1.78431 0.0052 -0.0035 0.0030 0.31
H -0.21601 -2.09761 -4.76710 0.0002 -0.0006 0.0027 0.15
H -3.97399 4.26499 1.23687 -0.0027 -0.0020 -0.0048 0.44
H -3.89788 -4.21584 -0.48766 -0.0033 0.0012 -0.0037 0.39
H -1.70591 1.23542 -4.76802 -0.0003 -0.0004 0.0013 0.15
H -2.36439 4.06364 -2.47405 0.0000 -0.0029 0.0027 0.50
H 0.00150 0.00041 -3.67830 0.0016 -0.0008 0.0026 -0.19
H -1.71897 -5.57420 1.23563 0.0025 -0.0008 -0.0034 0.44
C -1.63327 2.77477 -0.78728 -0.0200 0.0649 -0.0162 -0.60
C -2.02349 -3.58019 0.43364 0.0096 0.0096 0.0282 2.73
H 1.03953 2.40749 4.20676 0.0048 -0.0030 -0.0003 0.40
H -1.70301 -5.51104 -0.53483 0.0004 -0.0019 -0.0048 0.37
H -4.10186 2.71946 0.37693 0.0020 -0.0021 0.0023 0.38
H 1.92672 0.87037 -4.76384 -0.0007 0.0008 0.0016 0.15
H -3.89650 -4.27597 1.28358 -0.0031 -0.0002 -0.0049 0.43
H -0.70538 2.40107 4.50677 0.0105 0.0006 -0.0071 0.36
H 0.38527 1.54910 5.62609 -0.0012 0.0135 0.0011 0.49
H -1.74548 -2.98413 -4.80056 0.0019 0.0017 -0.0080 0.37
C 2.45306 -0.00588 -4.38296 0.0093 -0.0014 0.0052 -1.29
C 4.99685 -1.22521 0.40609 0.0122 0.0125 0.0078 -1.89
H 3.46031 -0.00876 -4.80012 -0.0025 0.0003 -0.0078 0.37
C 0.20791 1.80969 4.58090 -0.0162 -0.0164 0.0065 -1.53
C 3.22194 0.02203 -0.78664 0.0693 -0.0304 -0.0098 -0.46
C 1.45718 -1.06908 4.59215 -0.0030 0.0268 0.0030 -1.53
H -2.08004 3.42282 2.58324 -0.0023 0.0082 -0.0031 0.34
H 1.92674 -0.88732 -4.75159 -0.0008 -0.0016 0.0008 0.15
N -0.93106 -1.65170 -0.76182 0.0501 0.0152 0.0470 0.57
C 3.31851 0.04434 1.73280 0.0110 -0.0004 -0.0416 -2.03
C -1.83442 -3.19342 -2.11884 0.0393 -0.0098 -0.0255 -0.95
H -1.71577 3.00305 -4.80031 0.0017 -0.0020 -0.0078 0.37
H -1.93217 -3.51101 2.58324 -0.0051 -0.0051 -0.0028 0.35
H -1.71575 -1.79882 4.52119 -0.0060 0.0083 -0.0076 0.37
H 4.37905 -2.12465 0.42782 -0.0022 0.0010 0.0041 0.35
C -1.65841 -0.71196 4.59094 0.0244 -0.0059 0.0025 -1.53
H -4.01617 -2.71878 0.44390 0.0019 0.0022 0.0045 0.35
H -2.59300 -0.29078 4.21935 -0.0001 0.0065 -0.0001 0.40
H -0.18600 2.11811 -4.74936 0.0010 0.0005 0.0024 0.15
H 4.40176 2.18192 0.39752 -0.0010 -0.0011 0.0020 0.37
H -1.73720 -1.21699 -4.74921 -0.0004 0.0005 0.0006 0.15
H 1.55439 -2.09219 4.22781 -0.0056 -0.0029 -0.0010 0.40
N 1.48677 0.00673 -2.05332 -0.0531 -0.0051 -0.0479 0.34
H 4.00609 0.05607 2.58465 0.0097 -0.0017 -0.0036 0.35
H 1.14184 -1.08086 5.63724 0.0119 -0.0056 0.0005 0.48
```
Positions in Å, forces in eV/Å.

The HOMO energy is -3.46 eV. The charge is -1. The HOMO-LUMO gap is 6.192 eV. The calculation puts the molar mass at 696.7 Da. The energy above the lowest of the compared OMol25 structures with the same formula, charge and spin comes out at 1.74 kcal/mol. The total energy comes out at -48433.077 eV.